Computed, not measured: a 2-piece molecular cluster, C26H34N5O overall, with ωB97M-V/def2-TZVPD.

```
66
Properties=species:S:1:pos:R:3:forces:R:3
C 1.481 -1.752 4.779 -0.35 -0.19 0.38
N 1.506 -1.091 3.499 0.54 0.10 -0.40
C 2.677 -0.761 2.875 0.84 -0.48 0.82
O 3.802 -0.990 3.312 -1.78 0.55 -0.90
C 2.296 -0.097 1.545 0.81 0.30 0.32
C 2.899 -0.853 0.359 -0.12 -0.17 -0.35
C 4.413 -0.864 0.406 0.07 0.03 -0.13
C 5.105 -2.077 0.347 0.04 0.34 0.22
C 6.500 -2.080 0.392 -0.09 0.20 -0.06
C 7.208 -0.879 0.494 -0.40 0.01 0.11
C 6.508 0.329 0.584 -0.24 -0.06 -0.13
C 5.111 0.342 0.513 0.29 -0.40 0.10
N 0.828 -0.128 1.567 -1.30 1.02 -1.91
C 0.062 0.354 0.568 2.19 -0.85 1.09
C -1.329 0.327 0.575 -2.19 0.02 -0.54
C -2.148 0.857 -0.419 1.38 0.31 1.48
C -3.575 1.040 -0.235 -1.39 0.00 0.19
C -4.293 2.051 -0.938 0.49 -0.57 -0.15
C -5.680 2.086 -0.931 -0.17 0.20 0.18
C -6.395 1.289 -0.030 0.54 -0.22 0.02
C -7.828 1.423 0.025 -2.82 0.28 0.05
N -8.993 1.568 0.043 3.00 -0.41 -0.01
C -5.707 0.377 0.797 -0.04 0.16 -0.17
C -4.336 0.221 0.652 0.47 0.05 -0.30
C 0.282 -0.736 2.798 0.07 -0.34 0.52
C -0.509 -2.016 2.487 0.14 -0.16 -0.11
C -0.479 0.300 3.634 0.13 0.19 0.05
H 2.508 -1.928 5.103 -0.13 0.07 -0.14
H 0.971 -1.127 5.524 0.16 -0.18 -0.10
H 0.955 -2.714 4.700 0.20 0.19 0.11
H 2.665 0.950 1.571 -0.31 -0.51 -0.07
H 2.516 -1.891 0.353 0.11 0.44 0.01
H 2.556 -0.365 -0.571 0.09 -0.23 0.22
H 4.541 -3.014 0.323 0.27 0.29 -0.09
H 7.031 -3.025 0.360 -0.02 0.12 -0.02
H 8.297 -0.887 0.530 -0.28 0.01 0.02
H 7.039 1.268 0.716 -0.02 -0.20 -0.09
H 4.554 1.282 0.586 0.35 -0.24 -0.09
H 0.609 0.786 -0.278 -0.17 -0.14 0.29
H -1.814 -0.117 1.447 0.14 0.50 -0.50
H -1.657 1.287 -1.297 -0.27 -0.08 0.09
H -3.750 2.789 -1.527 -0.15 -0.30 0.07
H -6.232 2.728 -1.627 0.33 -0.04 0.49
H -6.259 -0.221 1.522 0.15 0.12 -0.28
H -3.832 -0.585 1.200 -0.31 0.39 -0.19
H 0.174 -2.762 2.052 -0.24 0.22 0.18
H -0.926 -2.411 3.420 0.05 0.03 -0.25
H -1.320 -1.853 1.776 0.13 -0.16 0.26
H 0.253 1.010 4.051 -0.32 -0.22 -0.08
H -1.197 0.868 3.040 0.00 -0.12 0.23
H -0.998 -0.210 4.452 0.06 0.22 -0.14
C -2.736 1.588 -3.783 -0.69 -0.91 -0.16
N -2.003 0.415 -4.192 -2.55 0.13 -0.73
N -0.649 0.405 -4.339 3.61 -0.42 0.96
C -0.189 -0.627 -5.267 -0.09 0.90 0.02
C 0.062 1.673 -4.461 0.10 -0.51 -0.23
H -3.454 1.885 -4.571 0.24 0.22 0.42
H -3.305 1.325 -2.876 0.09 0.40 -0.52
H -2.072 2.427 -3.558 -0.25 -0.21 -0.08
H -2.416 -0.514 -4.156 0.18 0.76 0.30
H 0.882 -0.784 -5.068 -0.39 -0.14 -0.19
H -0.754 -1.546 -5.071 0.27 0.12 -0.11
H -0.330 -0.315 -6.322 -0.02 -0.28 0.17
H 1.131 1.407 -4.384 -0.44 0.29 -0.04
H -0.081 2.195 -5.433 -0.14 -0.09 0.26
H -0.176 2.372 -3.641 0.19 -0.36 -0.36
```
Forces are in eV/Å.

Summary:
HOMO energy, eV: -8.94
Total charge: +1
LUMO, eV: -5.26
Orbital gap, eV: 3.69
Energy relative to the best compared isomer or geometry (same formula, charge and spin), eV: 1.827

***

Computed, not measured: C26H35BBrN4O5Pd as an isolated structure, with ωB97M-V/def2-TZVPD.

```
73
Properties=species:S:1:pos:R:3:forces:R:3
Pd -0.071 -0.624 -0.392 0.13 0.09 -0.04
C -2.448 -2.275 -1.712 -0.06 0.27 0.06
O -2.674 -1.123 -0.891 -0.21 -0.86 0.00
C -2.414 0.079 -1.418 0.09 0.36 0.20
C -2.211 0.350 -2.751 0.06 0.08 -0.32
C -1.926 1.658 -3.145 -0.06 0.08 0.46
Br -1.635 2.016 -4.984 0.02 0.02 -0.06
C -1.850 2.680 -2.230 -0.02 -0.16 -0.31
C -2.105 2.415 -0.871 -0.03 -0.07 -0.01
C -2.420 1.122 -0.463 -0.11 0.02 0.58
O -2.716 0.771 0.815 0.08 0.33 -0.55
C -1.971 3.462 0.127 0.17 0.00 0.06
N -2.414 3.402 1.362 -0.19 -0.02 0.05
C -2.047 4.596 1.956 0.09 -0.02 -0.05
C -2.270 5.064 3.247 0.01 0.01 0.02
C -1.771 6.311 3.579 0.03 0.03 -0.02
C -1.061 7.086 2.651 -0.04 -0.03 0.08
C -0.833 6.636 1.362 -0.01 -0.03 -0.03
C -1.340 5.386 1.037 -0.02 -0.07 0.04
N -1.311 4.636 -0.120 -0.03 0.14 -0.09
H -3.215 -2.341 -2.492 0.03 0.01 0.00
H -2.509 -3.121 -1.038 0.02 -0.01 0.03
H -1.444 -2.216 -2.142 -0.02 -0.05 -0.01
H -2.207 -0.447 -3.477 0.00 -0.01 -0.02
H -1.636 3.681 -2.580 0.00 0.01 0.07
H -2.685 1.586 1.363 0.03 -0.05 -0.09
H -2.810 4.459 3.964 0.00 0.00 -0.01
H -1.924 6.699 4.578 -0.01 0.00 0.00
H -0.682 8.053 2.955 0.01 0.01 -0.02
H -0.282 7.232 0.646 0.00 0.00 0.00
H -0.770 4.826 -0.943 0.01 -0.02 -0.03
C 5.319 -1.134 -0.393 0.06 -0.04 0.01
C 4.157 -0.169 -0.536 -0.14 0.06 -0.04
C 4.387 1.056 0.351 0.04 0.00 0.01
O 2.954 -0.800 -0.096 0.13 0.01 0.00
B 1.843 -0.290 -0.838 -0.05 -0.03 0.12
O 2.398 0.454 -1.915 0.04 0.07 -0.08
C 3.803 0.222 -1.996 -0.04 -0.10 0.10
C 4.031 -0.930 -2.975 0.03 -0.02 -0.04
C 4.493 1.473 -2.508 0.03 0.06 -0.04
H 5.496 -1.338 0.665 0.00 0.01 -0.01
H 6.234 -0.710 -0.818 0.00 -0.01 0.01
H 5.107 -2.081 -0.887 -0.01 0.01 0.00
H 4.405 0.729 1.392 0.00 0.00 -0.01
H 3.565 1.763 0.235 0.00 0.00 0.00
H 5.332 1.558 0.123 -0.02 -0.01 0.00
H 3.563 -1.843 -2.605 -0.01 0.02 0.01
H 5.096 -1.118 -3.145 -0.01 0.01 0.00
H 3.565 -0.673 -3.927 -0.01 0.01 0.01
H 4.221 2.342 -1.910 0.00 -0.01 0.00
H 4.185 1.663 -3.538 0.00 -0.01 0.01
H 5.581 1.357 -2.490 -0.02 0.01 0.00
C 1.042 -3.114 1.802 0.03 0.25 0.18
N 0.033 -2.851 2.827 0.06 -0.14 -0.09
C 0.375 -2.958 4.225 0.03 0.02 0.01
C -0.580 -2.124 5.059 0.00 0.02 -0.04
C -2.006 -2.529 4.739 0.05 0.00 -0.03
N -2.237 -2.460 3.312 -0.04 -0.06 0.01
C -3.613 -2.543 2.876 0.01 0.01 0.03
C -1.262 -2.804 2.389 0.20 0.12 0.00
O -1.535 -3.011 1.216 -0.27 -0.10 -0.07
H 2.030 -2.956 2.235 -0.03 0.01 0.09
H 0.916 -2.373 0.999 0.05 -0.25 -0.09
H 0.982 -4.133 1.407 -0.08 0.03 -0.03
H 1.398 -2.602 4.350 0.01 0.02 0.01
H 0.355 -4.005 4.566 0.00 0.00 0.01
H -0.436 -1.070 4.811 -0.03 0.00 0.00
H -0.376 -2.260 6.123 -0.01 -0.02 0.01
H -2.716 -1.859 5.232 0.01 0.01 -0.01
H -2.207 -3.542 5.126 0.01 0.00 -0.01
H -4.211 -1.832 3.450 0.01 0.01 0.00
H -4.032 -3.547 3.024 -0.01 0.00 -0.03
H -3.668 -2.284 1.823 0.01 0.00 -0.01
```
Forces are in eV/Å.

Summary:
HOMO energy, eV: -1.89
Total charge: -1
LUMO, eV: 2.62
Orbital gap, eV: 4.51
Energy relative to the best compared isomer or geometry (same formula, charge and spin), eV: 1.122

***

Computed, not measured: C26H35BrNO9P2RuSb2Se as an isolated structure, with ωB97M-V/def2-TZVPD.

```
78
Properties=species:S:1:pos:R:3:forces:R:3
Ru 0.215 -0.180 -0.056 -0.08 1.02 -0.33
C 3.637 -1.906 3.051 0.01 -0.01 -0.04
C 2.885 -0.657 2.591 0.00 -0.02 0.03
O 3.261 0.491 3.349 -0.03 -0.05 0.10
P 1.101 -0.809 2.948 -0.04 -0.43 -0.08
O 0.952 -0.795 4.517 0.01 0.30 -0.01
O 0.662 -2.264 2.566 0.04 0.04 -0.01
O 0.245 0.178 2.214 0.15 -0.53 -0.03
P 3.034 -0.360 0.776 0.16 0.70 -0.11
O 4.549 -0.680 0.399 -0.10 -0.37 -0.01
O 2.056 -1.299 0.075 -0.04 0.18 0.14
O 2.813 1.090 0.532 0.16 0.05 0.10
H 3.373 -2.167 4.077 0.02 0.01 0.01
H 4.707 -1.703 3.020 0.00 0.00 -0.01
H 3.439 -2.758 2.396 -0.01 0.00 0.01
H 4.072 0.875 2.992 -0.04 0.03 -0.03
H 1.246 0.018 4.952 0.06 0.00 0.01
H 1.164 -3.021 2.889 -0.01 -0.03 0.04
H 4.729 -1.575 0.086 0.00 -0.05 0.04
C 1.304 -2.166 -3.121 0.03 -0.03 -0.01
Sb 0.833 -0.207 -2.516 0.21 -0.33 -0.07
C -0.612 0.420 -3.929 -0.04 0.00 0.02
C 2.517 1.021 -3.029 0.00 0.02 0.00
C 2.023 2.325 -3.585 -0.01 0.00 0.00
C 1.870 2.455 -4.964 -0.05 -0.02 0.01
C 1.327 3.597 -5.529 0.00 0.00 0.00
C 0.925 4.639 -4.708 0.00 0.00 0.00
C 1.106 4.536 -3.339 0.00 0.00 -0.01
C 1.661 3.397 -2.758 0.04 0.05 0.03
C 1.923 3.392 -1.280 0.00 0.04 -0.02
Sb 0.477 2.436 -0.038 0.59 -0.30 0.14
C 0.977 3.220 1.853 -0.10 0.00 0.06
C -1.257 3.551 -0.528 -0.11 -0.05 -0.06
H 2.199 -2.487 -2.594 0.00 0.00 0.01
H 1.458 -2.197 -4.198 0.01 0.00 0.00
H 0.479 -2.808 -2.820 0.01 0.00 0.01
H -0.122 0.544 -4.892 -0.01 -0.02 -0.01
H -1.055 1.371 -3.637 0.01 0.01 -0.01
H -1.388 -0.340 -4.006 0.00 0.01 0.01
H 3.066 0.456 -3.782 0.03 0.01 0.01
H 3.139 1.122 -2.141 -0.03 -0.01 0.02
H 2.185 1.639 -5.606 0.00 0.00 0.00
H 1.222 3.673 -6.603 0.00 0.00 0.00
H 0.499 5.538 -5.133 0.00 0.00 0.00
H 0.836 5.371 -2.701 0.00 0.00 0.00
H 1.943 4.418 -0.908 0.00 0.00 0.00
H 2.866 2.922 -1.012 0.00 -0.01 -0.02
H 1.154 4.290 1.752 0.00 0.00 0.00
H 1.873 2.708 2.193 0.00 0.01 0.00
H 0.162 3.046 2.552 0.00 0.01 0.00
H -1.071 4.599 -0.295 -0.02 0.01 -0.02
H -2.113 3.203 0.050 0.02 0.00 0.00
H -1.479 3.455 -1.591 0.01 0.00 0.00
Br -4.591 -6.683 1.816 -0.01 -0.02 0.00
C -3.623 -5.067 1.977 0.02 0.00 0.00
C -3.952 -4.174 2.984 -0.01 0.02 0.00
C -3.240 -2.989 3.086 -0.02 0.03 -0.03
C -2.231 -2.694 2.180 -0.01 -0.01 0.00
C -1.891 -3.605 1.189 -0.09 -0.02 -0.14
C -2.587 -4.808 1.098 -0.01 0.01 -0.01
C -0.740 -3.422 0.229 0.69 -0.04 -0.09
O -0.021 -4.376 0.008 -0.01 -0.04 0.01
O -0.563 -2.268 -0.383 -0.74 0.01 0.41
H -4.751 -4.403 3.677 0.01 0.00 0.00
H -3.487 -2.287 3.873 0.01 0.00 0.00
H -1.694 -1.763 2.262 0.04 0.01 0.01
H -2.304 -5.532 0.347 0.00 0.00 0.00
Se -1.853 -0.065 -0.767 -0.66 -0.03 -0.11
C -3.137 -0.166 0.626 -0.02 -0.11 0.07
C -4.327 -0.837 0.391 -0.04 0.02 -0.01
C -5.298 -0.792 1.384 0.00 -0.03 -0.01
N -5.144 -0.132 2.527 0.02 0.02 0.00
C -3.998 0.515 2.729 -0.04 0.00 0.01
C -2.958 0.531 1.814 0.07 0.04 -0.02
H -4.499 -1.386 -0.525 -0.01 -0.01 0.00
H -6.239 -1.312 1.250 0.00 -0.01 0.00
H -3.906 1.046 3.670 -0.01 0.00 0.00
H -2.035 1.054 2.031 -0.02 -0.05 0.00
```
Forces are in eV/Å.

Summary:
HOMO energy (spin up / spin down), eV: -10.77 / -10.77
Total charge: +1
LUMO (spin up / spin down), eV: -5.41 / -5.42
Orbital gap (spin up / spin down), eV: 5.36 / 5.35

***

The strongest force on any atom results, record by record, are as follows: 0.073; 0.017; 0.021 Eh/bohr.
The electronic energy results, record by record, are as follows: -1359.81169; -4333.85683; -7977.17106 Eh.